# C24H36O18

A 6-piece molecular cluster, C24H36O18 overall in a non-equilibrium geometry (ωB97M-V with the def2-TZVPD basis set, the Open Molecules 2025 dataset).

XYZ file:
```
78
Properties=species:S:1:pos:R:3:lowdin_charge:R:1
C 6.530 -10.924 22.385 -0.024
C 7.286 -10.665 23.658 -0.327
C 7.152 -9.313 24.318 -0.146
O 6.947 -9.523 25.654 0.090
C 6.765 -10.842 25.863 -0.487
O 6.235 -11.326 26.908 0.088
O 6.838 -11.490 24.713 0.112
H 6.444 -10.081 21.699 0.088
H 5.469 -11.098 22.563 0.095
H 6.978 -11.724 21.795 0.087
H 8.322 -10.761 23.331 0.148
H 6.344 -8.717 23.894 0.139
H 8.090 -8.800 24.104 0.137
C -3.088 -1.345 32.400 0.005
C -1.844 -2.334 32.529 -0.270
C -1.717 -3.324 33.678 -0.087
O -1.690 -4.637 33.150 0.134
C -1.868 -4.573 31.903 -0.630
O -1.957 -5.523 31.156 0.138
O -1.915 -3.297 31.480 0.073
H -2.713 -0.327 32.504 0.071
H -3.989 -1.564 32.974 0.079
H -3.351 -1.433 31.346 0.077
H -0.902 -1.789 32.595 0.142
H -2.509 -3.216 34.419 0.136
H -0.761 -3.107 34.154 0.132
C -1.728 -14.258 20.718 -0.019
C -2.913 -15.071 20.281 -0.321
C -2.965 -15.356 18.760 -0.080
O -3.404 -16.719 18.712 0.048
C -3.361 -17.303 19.928 -0.584
O -3.462 -18.463 20.040 0.184
O -2.917 -16.400 20.833 0.075
H -1.956 -13.788 21.674 0.084
H -1.799 -13.372 20.087 0.091
H -0.804 -14.835 20.733 0.102
H -3.899 -14.682 20.536 0.152
H -2.064 -15.179 18.173 0.137
H -3.863 -14.827 18.442 0.129
C -5.782 -1.341 22.249 -0.009
C -6.380 -2.433 21.345 -0.310
C -5.311 -3.276 20.503 -0.090
O -5.860 -4.522 20.719 0.058
C -6.814 -4.541 21.675 -0.564
O -7.499 -5.545 21.803 0.139
O -6.967 -3.362 22.161 0.117
H -6.359 -1.392 23.172 0.082
H -6.077 -0.363 21.871 0.081
H -4.750 -1.522 22.546 0.085
H -7.090 -2.066 20.604 0.152
H -4.289 -3.099 20.838 0.128
H -5.496 -3.005 19.464 0.129
C 0.319 -4.097 25.749 -0.011
C 0.997 -5.087 24.892 -0.421
C 1.126 -6.309 25.452 -0.166
O 0.982 -7.118 24.355 0.150
C 0.241 -6.573 23.482 -0.559
O -0.292 -7.059 22.455 0.096
O 0.116 -5.270 23.783 0.120
H -0.767 -4.169 25.802 0.106
H 0.598 -3.163 25.262 0.092
H 0.713 -4.076 26.766 0.098
H 1.959 -4.650 24.623 0.170
H 0.679 -6.760 26.339 0.169
H 2.176 -6.243 25.737 0.157
C -4.440 -5.154 13.049 -0.023
C -3.083 -5.565 13.696 -0.281
C -3.070 -6.884 14.539 -0.145
O -2.280 -7.832 13.906 0.022
C -1.695 -7.165 12.743 -0.374
O -0.834 -7.649 11.993 0.116
O -2.255 -5.897 12.567 0.046
H -5.060 -4.475 13.634 0.078
H -5.010 -6.067 12.879 0.077
H -4.299 -4.751 12.046 0.083
H -2.773 -4.738 14.335 0.139
H -4.046 -7.369 14.531 0.131
H -2.626 -6.633 15.502 0.130
```

The orbital gap comes out at 10.900 eV. As for the SMILES: C[C@H]1COC(=O)O1.C[C@H]1COC(=O)O1.C[C@H]1COC(=O)O1.C[C@H]1COC(=O)O1.C[C@H]1COC(=O)O1.C[C@H]1COC(=O)O1. As for the lowest unoccupied orbital energy: 0.009 hartree. The multiplicity is 1. The calculation puts the energy at -62322.5966 eV. The net charge is 0. Its energy above the lowest of the compared OMol25 structures with the same formula, charge and spin is 649.5 kJ/mol.



# C24H36P2PtSi

C24H36P2PtSi as an isolated structure in a non-equilibrium geometry (ωB97M-V with the def2-TZVPD basis set, the Open Molecules 2025 dataset).

XYZ file:
```
64
Properties=species:S:1:pos:R:3:nbo_charge:R:1
C 1.230 2.274 3.243 -0.184
C 1.809 2.099 1.986 -0.108
C 0.752 2.188 0.987 -0.352
H 2.876 2.024 1.749 0.262
C -0.525 2.294 1.723 -0.244
C -0.182 2.397 3.115 -0.136
H -0.859 2.694 3.919 0.259
H 1.783 2.370 4.184 0.264
H 0.895 2.602 -0.004 0.297
H -1.471 2.548 1.249 0.277
Pt 0.006 0.185 1.047 0.588
C -2.142 -0.246 0.770 -0.868
H -2.704 -0.085 1.694 0.206
H -2.263 -1.290 0.468 0.211
H -2.569 0.408 0.007 0.216
Si -0.025 0.878 -1.766 1.118
C 1.306 0.080 -2.812 -0.423
C 2.436 0.840 -3.154 -0.222
H 2.605 1.806 -2.670 0.221
C 3.331 0.381 -4.133 -0.191
H 4.175 1.005 -4.434 0.239
C 3.143 -0.863 -4.736 -0.160
H 3.828 -1.210 -5.513 0.243
C 2.065 -1.663 -4.336 -0.202
H 1.929 -2.653 -4.773 0.237
C 1.148 -1.198 -3.389 -0.235
H 0.303 -1.828 -3.095 0.215
C -1.370 1.345 -3.036 -0.385
C -1.042 1.480 -4.400 -0.226
H -0.025 1.278 -4.751 0.221
C -2.004 1.879 -5.342 -0.192
H -1.724 1.976 -6.393 0.235
C -3.311 2.153 -4.942 -0.175
H -4.064 2.442 -5.676 0.238
C -3.640 2.056 -3.584 -0.188
H -4.653 2.283 -3.258 0.228
C -2.679 1.681 -2.641 -0.244
H -2.940 1.658 -1.584 0.185
H 0.451 2.250 -1.590 -0.179
H -0.766 -0.240 -0.467 -0.011
C 1.156 -2.780 -0.326 -0.977
P 0.833 -1.953 1.229 1.053
C 2.384 -2.035 2.174 -0.967
C -0.343 -3.013 2.181 -0.726
C -0.924 -2.309 3.410 -0.746
P -0.592 -0.490 3.430 1.054
C -2.087 0.187 4.223 -0.970
C 0.647 -0.380 4.773 -0.970
H 0.227 -3.212 -0.718 0.268
H 1.893 -3.578 -0.167 0.271
H 1.550 -2.062 -1.055 0.281
H 2.237 -2.456 3.175 0.262
H 3.081 -2.675 1.619 0.276
H 2.808 -1.027 2.256 0.251
H -1.151 -3.307 1.489 0.261
H 0.190 -3.932 2.473 0.269
H -2.013 -2.446 3.448 0.268
H -0.513 -2.732 4.341 0.260
H -2.604 -0.611 4.779 0.272
H -1.789 0.971 4.934 0.254
H -2.780 0.622 3.497 0.256
H 0.582 -1.267 5.417 0.258
H 1.665 -0.299 4.376 0.250
H 0.429 0.508 5.377 0.255
```

The orbital gap (alpha / beta) comes out at 7.226 / 3.318 eV. As for the lowest unoccupied orbital energy (alpha / beta): -0.201 / -0.380 hartree. The multiplicity is 5. The calculation puts the energy at -55152.7657 eV. The net charge is +2. Its energy above the lowest of the compared OMol25 structures with the same formula, charge and spin is 131.5 kJ/mol.



# C24H37As3N3O2Se2Te2V

C24H37As3N3O2Se2Te2V as an isolated structure (ωB97M-V with the def2-TZVPD basis set, the Open Molecules 2025 dataset).

XYZ file:
```
74
Properties=species:S:1:pos:R:3:mulliken_spin:R:1
V 0.784 1.450 2.072 2.950
O -1.494 -2.583 1.611 0.000
C -2.594 -2.094 1.007 -0.001
C -3.574 -3.006 0.614 0.000
C -4.716 -2.567 -0.024 0.000
C -4.910 -1.210 -0.271 0.000
C -3.952 -0.306 0.141 -0.002
C -2.783 -0.724 0.779 0.010
C -1.771 0.266 1.224 0.000
O -0.608 -0.159 1.570 -0.030
N -2.148 1.533 1.235 0.003
N -1.141 2.291 1.746 -0.031
C -1.283 3.550 1.881 0.022
C -0.169 4.287 2.462 0.056
C -0.298 5.617 2.826 0.002
C 0.779 6.257 3.426 0.013
C 1.937 5.543 3.645 0.008
C 1.995 4.212 3.244 0.046
N 0.980 3.597 2.650 -0.033
H -0.915 -1.808 1.799 0.006
H -3.405 -4.055 0.821 0.000
H -5.465 -3.287 -0.331 0.000
H -5.805 -0.866 -0.773 0.000
H -4.083 0.755 -0.022 -0.001
H -2.199 4.066 1.604 0.002
H -1.236 6.130 2.657 0.000
H 0.699 7.295 3.726 0.002
H 2.797 5.979 4.134 0.001
H 2.896 3.630 3.400 -0.007
C 3.896 -2.442 -0.189 0.008
As 2.327 -1.419 0.414 -0.031
C 1.824 -2.636 1.862 0.005
C 1.007 -2.040 -0.916 0.012
C 0.869 -1.151 -2.158 0.004
C 2.235 -0.938 -2.816 0.001
C 0.206 0.206 -1.859 0.006
As 0.955 1.589 -0.664 0.007
C -0.192 3.012 -1.369 0.008
C 2.621 2.128 -1.528 0.001
C -0.015 -1.881 -3.194 -0.002
As -1.837 -2.396 -2.611 0.000
C -1.448 -4.215 -1.975 0.000
C -2.414 -2.952 -4.409 0.000
H 3.639 -3.482 -0.402 0.000
H 4.631 -2.412 0.615 0.000
H 4.337 -1.988 -1.075 -0.001
H 1.450 -3.586 1.477 0.001
H 1.074 -2.170 2.499 0.002
H 2.709 -2.800 2.475 -0.002
H 0.053 -2.089 -0.384 -0.005
H 1.266 -3.059 -1.221 0.002
H 2.923 -0.408 -2.156 0.000
H 2.135 -0.356 -3.736 0.000
H 2.686 -1.900 -3.070 0.000
H -0.798 0.040 -1.455 -0.003
H 0.072 0.731 -2.811 0.000
H -0.100 3.089 -2.453 -0.003
H 0.101 3.957 -0.912 -0.001
H -1.225 2.796 -1.096 0.002
H 2.561 2.042 -2.613 0.000
H 3.441 1.521 -1.148 -0.006
H 2.807 3.166 -1.252 -0.001
H 0.497 -2.787 -3.535 0.000
H -0.152 -1.238 -4.070 0.000
H -1.108 -4.188 -0.941 0.000
H -0.691 -4.693 -2.599 0.000
H -2.371 -4.794 -2.020 0.000
H -2.544 -2.072 -5.039 0.000
H -3.373 -3.465 -4.333 0.000
H -1.685 -3.620 -4.871 0.000
Se 3.040 0.467 3.212 0.007
Te 4.395 1.795 4.758 0.007
Te 1.264 2.249 6.196 0.004
Se 0.615 0.593 4.521 -0.039
```

The orbital gap (alpha / beta) comes out at 5.254 / 5.103 eV. As for the lowest unoccupied orbital energy (alpha / beta): 0.074 / 0.069 hartree. The multiplicity is 4. The calculation puts the energy at -387540.3157 eV. The net charge is -1. Its energy above the lowest of the compared OMol25 structures with the same formula, charge and spin is 115.4 kJ/mol.



# C24H37BF17NO20S3Zr

C24H37BF17NO20S3Zr as an isolated structure in a non-equilibrium geometry (ωB97M-V with the def2-TZVPD basis set, the Open Molecules 2025 dataset).

XYZ file:
```
104
Properties=species:S:1:pos:R:3:lowdin_charge:R:1
Zr 1.606 -0.723 -1.464 1.858
N 3.614 -0.447 -1.102 -0.427
S 4.582 0.764 -0.638 0.488
O 5.527 1.270 -1.570 -0.190
O 4.961 0.719 0.751 -0.245
F 3.418 1.853 -0.686 -0.168
S 5.015 -1.397 -1.548 0.622
O 5.823 -1.884 -0.456 -0.229
O 5.529 -1.176 -2.867 -0.203
F 4.083 -2.726 -1.763 -0.229
B 0.534 -0.025 0.352 -0.459
H 1.519 -0.426 0.691 -0.003
H -0.016 0.589 1.146 0.048
H 0.742 0.713 -0.459 -0.020
H -0.084 -0.826 -0.123 -0.039
O 4.368 0.663 -4.337 -0.246
C 3.548 1.741 -4.282 -0.413
C 2.003 1.553 -4.024 -0.285
O 1.543 0.839 -2.927 -0.372
H 3.551 2.251 -5.260 0.096
H 4.036 2.342 -3.495 0.092
H 1.597 1.131 -4.948 0.103
H 1.602 2.569 -3.947 0.094
C 1.786 -6.448 -1.518 -0.030
C 2.045 -4.945 -1.316 -0.183
O 2.196 -4.719 0.088 0.081
C 2.255 -3.496 0.540 -0.331
O 2.001 -2.520 -0.122 -0.049
C 2.827 -3.443 1.970 -0.545
F 3.279 -4.627 2.347 0.203
F 3.822 -2.571 1.984 0.208
F 1.874 -3.031 2.808 0.185
H 2.039 -6.679 -2.549 0.087
H 0.761 -6.735 -1.284 0.068
H 2.372 -6.953 -0.749 0.088
H 1.169 -4.413 -1.689 0.105
H 2.921 -4.662 -1.897 0.122
C -4.117 1.072 -0.664 -0.025
C -3.246 -0.090 -1.165 -0.166
O -2.899 0.194 -2.521 0.079
C -1.683 -0.009 -2.941 -0.339
O -0.777 -0.503 -2.318 0.024
C -1.516 0.401 -4.419 -0.547
F -0.561 -0.289 -5.005 0.195
F -2.638 0.270 -5.123 0.183
F -1.174 1.699 -4.462 0.171
H -4.852 1.422 -1.384 0.066
H -3.413 1.897 -0.539 0.079
H -4.571 0.794 0.285 0.086
H -3.692 -1.077 -1.093 0.116
H -2.391 -0.110 -0.485 0.117
C -0.537 -0.663 4.004 -0.057
C -1.418 0.416 4.584 -0.202
O -2.156 -0.016 5.714 0.038
C -1.642 0.113 6.935 -0.388
O -0.643 0.695 7.207 0.180
C -2.500 -0.620 7.982 -0.549
F -2.910 -1.819 7.529 0.153
F -1.803 -0.777 9.080 0.201
F -3.649 0.058 8.172 0.159
H 0.270 -0.865 4.714 0.087
H -0.001 -0.438 3.083 0.049
H -1.055 -1.606 3.811 0.073
H -2.018 0.965 3.863 0.128
H -0.660 1.104 4.977 0.114
C -0.484 4.003 -2.074 -0.055
C -1.781 4.735 -2.228 -0.197
O -2.724 3.946 -2.955 0.037
C -3.779 4.454 -3.517 -0.401
O -3.999 5.637 -3.598 0.163
C -4.680 3.459 -4.283 -0.548
F -4.113 3.072 -5.413 0.192
F -4.915 2.390 -3.493 0.136
F -5.856 4.009 -4.559 0.180
H -0.112 3.860 -3.091 0.074
H -0.503 2.989 -1.675 0.073
H 0.189 4.640 -1.503 0.088
H -1.512 5.647 -2.769 0.132
H -2.262 5.093 -1.315 0.131
C 2.823 1.663 2.913 -0.044
C 2.906 3.134 3.207 -0.143
O 1.551 3.658 3.070 0.025
C 1.038 3.931 1.905 -0.420
O 1.596 3.890 0.846 0.165
C -0.467 4.260 2.058 -0.547
F -0.671 5.575 1.894 0.162
F -1.118 3.689 1.024 0.136
F -0.990 3.876 3.196 0.195
H 2.325 1.175 3.750 0.084
H 3.808 1.231 2.746 0.071
H 2.265 1.516 1.990 0.056
H 3.565 3.770 2.617 0.133
H 3.103 3.312 4.263 0.126
C -3.615 -4.515 -0.107 -0.144
C -2.615 -5.576 0.349 -0.119
O -1.340 -5.026 -0.030 -0.193
S -1.325 -3.438 0.116 0.645
O -0.571 -2.937 -1.006 -0.264
O -1.034 -2.980 1.442 -0.193
O -2.914 -3.262 -0.088 -0.194
H -4.464 -4.435 0.575 0.136
H -4.122 -4.659 -1.061 0.135
H -2.817 -6.537 -0.111 0.142
H -2.580 -5.597 1.437 0.136
```

The orbital gap comes out at 3.716 eV. As for the lowest unoccupied orbital energy: -0.077 hartree. The multiplicity is 1. The calculation puts the energy at -148581.2380 eV. The net charge is 0. Its energy above the lowest of the compared OMol25 structures with the same formula, charge and spin is 582.2 kJ/mol.